# 1
Entry from the OMol25 dataset: a molecular structure, C26H30AuN5SSe2 (ωB97M-V/def2-TZVPD).

Structure (XYZ):
```
65
Properties=species:S:1:pos:R:3:forces:R:3
Au 0.902 1.246 -0.229 0.01 0.15 -0.04
Se -0.402 -2.692 3.240 -0.15 0.41 -0.12
Se -1.757 -4.185 2.210 0.07 -0.13 0.16
C -3.169 -4.136 3.539 0.09 -0.08 -0.16
C -3.642 -5.350 4.001 -0.09 0.06 -0.03
C -4.676 -5.278 4.930 0.01 -0.02 0.00
C -5.143 -4.034 5.315 -0.05 -0.03 0.05
C -4.571 -2.887 4.772 0.07 0.01 -0.04
N -3.580 -2.933 3.881 0.03 0.03 0.09
C 1.194 -2.908 2.153 0.20 -0.45 0.10
C 1.929 -4.053 2.439 0.01 -0.03 -0.10
C 3.113 -4.267 1.746 -0.02 0.07 -0.04
C 3.502 -3.320 0.814 -0.03 0.00 0.03
C 2.701 -2.202 0.629 0.02 0.14 -0.08
N 1.557 -1.971 1.281 -0.20 -0.09 0.27
H -3.242 -6.298 3.667 0.00 0.00 -0.01
H -5.103 -6.183 5.340 0.00 -0.01 0.00
H -5.947 -3.942 6.032 -0.01 -0.01 0.00
H -4.918 -1.904 5.056 0.00 0.03 0.01
H 1.588 -4.762 3.181 0.00 0.01 0.00
H 3.711 -5.149 1.935 0.00 0.00 0.00
H 4.412 -3.434 0.241 0.00 -0.01 0.00
H 3.001 -1.441 -0.085 0.00 -0.01 -0.01
N 0.387 0.453 -2.027 -0.04 -0.04 -0.10
S -0.989 0.611 -2.883 0.03 0.02 -0.02
C -1.280 2.321 -3.100 0.06 0.04 -0.02
C -0.219 3.208 -3.308 -0.01 0.01 0.00
C -0.531 4.521 -3.610 -0.01 -0.02 0.00
C -1.864 4.922 -3.698 0.02 0.00 0.00
C -2.902 4.022 -3.482 0.00 -0.02 0.00
C -2.620 2.702 -3.173 -0.03 -0.01 0.00
C -0.822 -0.212 -4.413 0.01 0.01 0.03
C -0.319 0.454 -5.535 -0.04 -0.02 -0.04
C -0.234 -0.260 -6.715 0.01 0.03 0.01
C -0.661 -1.587 -6.766 0.00 -0.01 -0.01
C -1.176 -2.223 -5.642 0.00 -0.01 0.02
C -1.272 -1.535 -4.445 0.02 -0.01 -0.02
H 0.969 -0.287 -2.427 -0.03 -0.01 0.00
H 0.809 2.871 -3.273 0.00 0.01 0.00
H 0.261 5.232 -3.804 0.01 0.00 0.00
H -2.095 5.949 -3.949 0.00 0.00 0.00
H -3.931 4.346 -3.558 -0.01 0.00 0.00
H -3.418 1.989 -3.009 -0.01 0.00 0.00
H -0.017 1.491 -5.495 0.00 0.00 0.02
H 0.157 0.219 -7.602 0.00 0.00 0.00
H -0.602 -2.126 -7.702 0.00 0.00 0.00
H -1.522 -3.245 -5.706 0.00 0.00 0.00
H -1.700 -2.004 -3.568 -0.01 0.00 0.00
N 3.475 3.590 3.261 0.00 0.00 0.01
C 3.184 2.127 3.461 -0.02 0.00 0.00
C 2.739 1.487 2.154 0.02 0.01 0.01
N 1.558 2.172 1.553 0.06 0.01 0.03
C 1.864 3.623 1.368 0.00 0.01 0.02
C 2.290 4.300 2.663 -0.01 0.00 -0.01
H 4.300 3.711 2.665 0.00 0.00 0.00
H 3.717 4.020 4.160 0.00 0.00 0.00
H 2.412 2.067 4.229 0.00 0.00 0.00
H 4.084 1.645 3.839 0.00 0.00 0.00
H 2.491 0.441 2.331 -0.01 0.00 0.00
H 3.545 1.514 1.417 0.00 0.00 0.00
H 0.780 2.099 2.210 -0.02 -0.03 -0.02
H 0.981 4.132 0.985 0.00 0.00 0.00
H 2.646 3.702 0.611 0.00 0.00 0.00
H 1.501 4.280 3.416 0.00 0.00 0.00
H 2.565 5.338 2.481 0.00 0.00 0.00
```
Forces are in eV/Å.

- charge = +4
- highest occupied orbital energy (alpha / beta) (eV) = -18.083 / -18.232
- expectation value of S² = 2.015
- Kohn-Sham gap (alpha / beta) (eV) = 8.0 / 4.6
- spin multiplicity = 3
- ΔE to the lowest compared entry with this formula, charge and spin (kJ/mol) = 409.1
- LUMO energy (alpha / beta) (eV) = -10.07 / -13.59



# 2
Entry from the OMol25 dataset: 6 unconnected molecules or ions with the total composition C32H66BNO21PS at a distorted geometry (ωB97M-V/def2-TZVPD).

Structure (XYZ):
```
123
Properties=species:S:1:pos:R:3:forces:R:3
C -2.696 0.292 6.562 -0.13 0.16 -0.67
C -3.376 1.153 5.469 -0.36 -0.73 0.56
C -3.609 0.413 4.136 0.11 1.16 -0.71
C -2.653 0.898 2.979 0.33 -0.07 1.04
C -1.870 -0.250 2.229 0.31 0.08 0.69
C -2.934 -1.225 1.688 -0.47 -0.35 0.17
C -4.299 -0.674 1.225 -0.11 0.37 -0.33
C -4.308 0.422 0.160 0.21 -0.57 -0.43
C -1.060 -0.686 3.443 -1.47 -0.16 -1.87
N 0.023 -0.004 3.545 0.15 -0.30 1.29
P 0.966 -0.368 4.946 0.58 -0.09 1.71
O 0.219 -1.011 6.011 -1.17 -0.27 0.10
O 2.190 -1.268 4.552 0.31 0.58 -0.65
O 1.472 1.054 5.432 -0.01 0.30 -0.43
C 0.277 0.913 2.391 1.87 -0.52 1.06
S 2.137 0.701 2.125 0.33 -0.73 -1.30
B 0.203 2.553 2.527 -0.94 1.03 0.39
C -1.046 3.474 2.258 0.70 -0.62 -0.51
O 1.307 3.263 2.959 -0.47 -0.49 0.81
C -0.614 0.148 1.346 1.56 1.60 -0.62
C 0.305 -1.011 0.865 -2.11 -1.44 -0.74
C -0.309 -2.192 0.082 1.29 -0.29 -0.08
O 0.775 -3.048 -0.302 0.07 0.05 0.09
O -0.728 1.126 0.341 -0.67 -0.14 0.10
C -1.292 0.743 -0.923 0.12 0.06 -0.11
C -0.294 0.605 -2.058 -0.94 -0.33 -0.40
C -1.022 -0.044 -3.242 0.05 0.27 -0.07
H -1.756 0.702 6.903 0.18 0.06 0.18
H -3.357 0.149 7.409 0.02 0.06 0.18
H -2.494 -0.691 6.151 0.19 -0.26 0.15
H -4.365 1.386 5.851 -0.12 0.27 0.02
H -2.879 2.111 5.331 0.11 0.05 -0.15
H -3.599 -0.662 4.279 -0.15 -0.14 0.02
H -4.595 0.723 3.813 -0.32 -0.44 -0.08
H -3.172 1.553 2.295 -0.14 -0.18 -0.25
H -1.972 1.532 3.536 0.38 0.18 -0.44
H -2.602 -1.873 0.887 0.48 0.19 -0.08
H -3.170 -1.915 2.499 0.03 -0.17 0.09
H -4.957 -0.370 2.033 0.25 -0.04 0.36
H -4.799 -1.524 0.767 -0.15 -0.20 0.11
H -3.624 1.246 0.334 -0.08 0.19 0.19
H -5.315 0.789 0.002 -0.15 0.21 0.17
H -4.017 -0.017 -0.791 0.07 0.03 -0.19
H -1.410 -1.428 4.145 0.39 -0.04 0.41
H 2.607 -1.539 5.391 -0.03 -0.29 -0.28
H 1.154 1.156 6.348 0.11 0.13 -0.15
H 2.741 1.102 3.262 -0.73 0.53 -0.03
H -0.657 4.349 1.741 -0.08 0.18 -0.11
H -1.825 3.007 1.677 -0.30 0.20 0.01
H -1.394 3.832 3.229 -0.19 -0.01 0.04
H 1.391 3.197 3.926 0.52 0.07 -0.31
H 0.788 -1.530 1.684 0.30 0.29 0.27
H 1.026 -0.609 0.165 0.33 0.45 0.27
H -0.785 -1.903 -0.849 -0.48 0.11 0.10
H -0.933 -2.821 0.708 -0.38 0.11 -0.03
H 1.621 -2.637 -0.083 -0.12 -0.07 -0.12
H -1.903 -0.145 -0.801 0.09 -0.24 0.04
H -1.980 1.532 -1.212 -0.14 0.18 0.12
H -0.032 1.606 -2.385 0.65 0.06 0.20
H 0.568 -0.013 -1.829 0.25 0.22 0.26
H -1.811 0.598 -3.630 -0.14 0.06 0.04
H -1.470 -1.001 -2.981 0.06 -0.15 0.00
H -0.327 -0.179 -4.063 0.06 -0.19 -0.16
C 5.269 2.752 -0.108 -0.16 0.27 0.08
O 6.371 1.855 -0.244 -0.01 -0.04 -0.03
C 6.045 0.669 -0.756 0.08 0.02 0.02
O 4.937 0.322 -1.084 0.04 0.01 0.04
O 7.151 -0.066 -0.843 -0.02 -0.01 -0.01
C 6.946 -1.378 -1.376 0.12 -0.38 0.03
H 5.651 3.675 0.319 0.21 -0.10 0.02
H 4.828 2.972 -1.079 -0.06 -0.12 0.00
H 4.520 2.337 0.564 -0.07 -0.05 -0.08
H 6.557 -1.333 -2.386 -0.11 -0.04 0.02
H 6.275 -1.954 -0.741 -0.10 0.09 -0.03
H 7.912 -1.874 -1.399 0.10 0.21 0.09
C -3.260 -1.357 -7.745 -0.10 -0.21 0.05
O -2.832 -0.315 -8.623 0.01 0.02 0.02
C -2.246 0.714 -8.013 0.00 0.00 -0.10
O -2.061 0.821 -6.826 -0.01 -0.01 0.00
O -1.899 1.602 -8.941 -0.01 -0.02 0.02
C -1.253 2.770 -8.432 0.11 0.22 -0.02
H -3.716 -2.123 -8.366 0.04 0.10 -0.13
H -2.412 -1.786 -7.215 -0.01 0.09 0.07
H -4.000 -0.985 -7.039 0.09 0.04 0.06
H -0.324 2.507 -7.930 -0.06 -0.03 0.09
H -1.911 3.310 -7.754 0.03 -0.08 0.08
H -1.028 3.402 -9.286 -0.07 -0.12 -0.10
C 4.652 1.225 5.582 0.06 -0.17 0.12
O 4.944 2.192 4.577 -0.17 -0.12 -0.11
C 5.544 3.299 5.041 0.12 0.19 -0.07
O 5.828 3.509 6.189 -0.09 -0.09 -0.04
O 5.762 4.111 4.012 -0.07 -0.11 0.00
C 6.404 5.344 4.358 0.14 0.27 -0.04
H 4.172 0.388 5.080 0.06 0.08 -0.18
H 5.562 0.870 6.061 0.00 0.12 0.08
H 3.967 1.635 6.322 0.13 0.05 0.10
H 7.386 5.157 4.789 -0.06 -0.04 0.10
H 5.789 5.916 5.050 0.03 -0.08 0.09
H 6.521 5.907 3.437 -0.08 -0.14 -0.08
C 5.874 -4.106 -7.658 0.00 -0.19 -0.18
O 6.140 -3.499 -6.391 0.00 0.03 0.05
C 5.737 -2.233 -6.295 0.03 -0.07 -0.01
O 5.191 -1.595 -7.156 0.01 -0.01 0.06
O 6.045 -1.791 -5.072 0.02 -0.01 0.07
C 5.671 -0.436 -4.826 -0.07 0.29 -0.02
H 6.248 -5.125 -7.603 0.05 0.04 0.16
H 4.804 -4.130 -7.856 0.01 0.12 -0.03
H 6.395 -3.578 -8.454 -0.09 0.08 0.00
H 4.593 -0.310 -4.910 0.01 -0.01 -0.12
H 6.183 0.239 -5.509 -0.08 -0.05 -0.11
H 5.970 -0.200 -3.812 0.03 -0.09 0.02
C -7.138 -4.963 1.106 0.08 -0.15 0.15
O -7.261 -3.753 0.356 0.07 0.06 0.02
C -8.279 -3.750 -0.513 -0.01 0.06 -0.04
O -9.053 -4.651 -0.692 0.05 0.03 0.02
O -8.281 -2.573 -1.142 0.06 0.00 0.04
C -9.327 -2.429 -2.109 -0.15 0.12 -0.19
H -6.284 -4.838 1.767 0.02 0.15 -0.06
H -8.029 -5.137 1.706 -0.05 -0.05 -0.10
H -6.955 -5.809 0.446 -0.12 -0.01 -0.02
H -10.303 -2.504 -1.633 0.01 -0.12 0.00
H -9.230 -3.176 -2.894 -0.05 -0.08 0.08
H -9.218 -1.439 -2.543 0.14 0.02 0.11
```
Forces are in eV/Å.

- charge = +1
- highest occupied orbital energy (eV) = -12.186
- Kohn-Sham gap (eV) = 8.0
- LUMO energy (eV) = -4.14